Molecular formula: C24H27NO4
Method: DFT, ωB97M-V/def2-TZVPD

Results
**Structure (SMILES)**: CCCC(=O)C1=C(O)[C@@H](C(=O)OC)C(C)(C)C/C1=N\c1cccc2ccccc12
**Calculated total energy**: -1286.5007 a.u.
**Max |F|**: 0.80 eV/Å

Structure (ORCA input):
```
! RIJCOSX wB97M-V def2-TZVPD def2/J DEFGRID3
* xyz 0 1
C 0.991 1.076 4.482
C -0.205 0.429 3.798
C -0.851 1.397 2.795
C -1.977 0.710 2.082
O -3.125 0.843 2.528
C -1.730 -0.104 0.893
C -2.812 -0.728 0.306
O -4.033 -0.643 0.776
C -2.730 -1.569 -0.939
C -3.376 -0.778 -2.078
O -4.118 -1.247 -2.894
O -3.010 0.506 -2.050
C -3.573 1.341 -3.055
C -1.294 -2.015 -1.280
C -1.220 -2.546 -2.712
C -0.875 -3.123 -0.310
C -0.375 -0.804 -1.117
C -0.410 -0.273 0.294
N 0.638 0.001 0.950
C 1.943 -0.071 0.531
C 2.748 -1.096 0.983
C 4.109 -1.130 0.668
C 4.677 -0.139 -0.085
C 3.895 0.936 -0.554
C 4.450 1.977 -1.328
C 3.678 3.010 -1.777
C 2.310 3.054 -1.471
C 1.741 2.062 -0.722
C 2.510 0.981 -0.248
H 1.425 0.394 5.208
H 1.752 1.326 3.747
H 0.695 1.986 4.999
H -0.950 0.137 4.541
H 0.124 -0.464 3.266
H -1.268 2.246 3.340
H -0.092 1.738 2.094
H -3.994 -0.028 1.589
H -3.368 -2.449 -0.801
H -3.250 1.013 -4.045
H -4.663 1.302 -3.009
H -3.216 2.346 -2.849
H -0.237 -2.972 -2.900
H -1.391 -1.754 -3.437
H -1.969 -3.318 -2.872
H 0.168 -3.386 -0.474
H -0.988 -2.802 0.723
H -1.481 -4.013 -0.464
H 0.653 -1.073 -1.371
H -0.692 -0.005 -1.791
H 2.310 -1.885 1.577
H 4.708 -1.954 1.028
H 5.729 -0.164 -0.329
H 5.506 1.941 -1.555
H 4.115 3.802 -2.368
H 1.710 3.878 -1.829
H 0.687 2.101 -0.480
*
```


Molecular formula: C8H21CdNO4
Method: DFT, ωB97M-V/def2-TZVPD

Results
**Calculated total energy**: -840.7499 a.u.
**Max |F|**: 2.27 eV/Å

Structure (ORCA input):
```
! RIJCOSX wB97M-V def2-TZVPD def2/J DEFGRID3
* xyz 0 1
Cd 5.164 -15.774 8.046
C 8.353 -14.821 7.387
O 7.013 -14.968 7.573
H 8.975 -15.392 8.117
H 8.690 -15.169 6.392
H 8.681 -13.769 7.497
C 3.764 -18.740 8.346
O 3.993 -17.472 7.848
H 2.855 -19.170 7.901
H 4.593 -19.436 8.134
H 3.612 -18.748 9.442
C 3.623 -15.477 5.173
O 4.212 -14.781 6.257
C 3.560 -13.578 6.560
C 4.050 -13.024 7.907
N 4.041 -14.091 8.957
C 4.876 -13.745 10.115
C 5.150 -14.964 10.990
O 5.811 -15.956 10.225
C 6.150 -17.091 10.991
H 2.596 -15.760 5.414
H 4.207 -16.379 5.014
H 3.643 -14.862 4.268
H 2.468 -13.694 6.517
H 3.805 -12.844 5.779
H 3.411 -12.188 8.193
H 5.090 -12.737 7.756
H 3.078 -14.173 9.264
H 4.439 -12.943 10.720
H 5.838 -13.388 9.741
H 4.209 -15.376 11.393
H 5.745 -14.692 11.868
H 6.804 -16.815 11.826
H 6.671 -17.792 10.346
H 5.254 -17.579 11.394
*
```


Molecular formula: C13H27N2O4
Method: DFT, ωB97M-V/def2-TZVPD

Results
**Calculated total energy**: -921.7617 a.u.
**Max |F|**: 3.67 eV/Å

Structure (ORCA input):
```
! RIJCOSX wB97M-V def2-TZVPD def2/J DEFGRID3
* xyz 1 1
C 3.011 -1.245 -0.308
C 2.717 -0.314 -1.525
C 1.213 -0.354 -1.982
O 0.904 -1.735 -2.200
C -0.446 -1.898 -2.559
C -1.444 -1.627 -1.342
C -2.240 -0.318 -1.661
C -3.193 -0.059 -0.405
N -3.890 1.229 -0.519
C -4.182 -1.285 -0.354
C -3.486 -2.680 -0.315
N -2.319 -2.823 -1.244
H 4.099 -1.470 -0.261
H 2.499 -2.227 -0.366
H 2.659 -0.767 0.636
H 2.989 0.738 -1.319
H 3.293 -0.710 -2.387
H 1.183 0.237 -2.929
H 0.588 0.107 -1.183
H -0.592 -2.953 -2.897
H -0.671 -1.210 -3.402
H -0.785 -1.477 -0.463
H -2.944 -0.482 -2.513
H -1.578 0.551 -1.822
H -2.517 -0.114 0.479
H -3.289 1.906 -0.052
H -3.841 1.498 -1.502
H -4.908 -1.155 -1.181
H -4.755 -1.198 0.596
H -4.246 -3.424 -0.648
H -3.237 -2.981 0.724
H -2.636 -3.173 -2.153
H -1.734 -3.577 -0.864
C 1.964 2.719 4.470
C 2.573 2.232 3.175
C 3.636 3.142 2.621
O 3.540 2.896 1.215
C 2.266 2.511 0.966
O 1.793 2.426 -0.123
O 1.604 2.234 2.116
H 1.226 2.003 4.836
H 2.726 2.854 5.238
H 1.437 3.664 4.322
H 2.945 1.210 3.293
H 4.630 2.897 2.990
H 3.438 4.201 2.804
*
```


Molecular formula: C4H6
Method: DFT, ωB97M-V/def2-TZVPD

Results
**Calculated total energy**: -155.8989 a.u.
**Max |F|**: 2.20 eV/Å

Structure (ORCA input):
```
! RIJCOSX wB97M-V def2-TZVPD def2/J DEFGRID3
* xyz 0 1
C -0.385 0.959 0.386
C 0.630 0.756 -0.498
C -0.690 -0.392 0.793
C 0.538 -0.666 -0.724
H -0.925 1.860 0.646
H 1.396 1.430 -0.861
H -0.023 -0.872 1.498
H -1.720 -0.749 0.835
H 1.427 -1.299 -0.701
H -0.248 -1.028 -1.374
*
```


Results for energy relative to the best compared isomer or geometry (same formula, charge and spin): 0.0000; 0.0000; 0.0000; 1.7358 (in eV, following the order of the records).